Record 1
This record from the OMol25 dataset describes C48H37Cl3F3N13NaOS as an isolated structure. The level of theory is ωB97M-V with the def2-TZVPD basis set.

Last column: Löwdin charge in e.
CARTESIAN COORDINATES (ANGSTROEM)
1 Na 0.121 -0.160 -0.484  0.1780
2 N -0.133 -2.960 -4.268  0.0066
3 C -0.184 -2.055 -3.123  -1.0017
4 S -0.089 -2.974 -1.553  0.4443
5 N 0.947 -1.120 -3.328  0.0278
6 N 0.850 -0.110 -2.587  -0.0383
7 C 1.801 0.864 -2.621  -0.2217
8 C 2.999 0.761 -3.487  -0.1884
9 C 3.362 1.800 -4.349  -0.0580
10 C 4.489 1.716 -5.154  -0.1048
11 C 5.279 0.575 -5.130  -0.1208
12 C 4.920 -0.478 -4.298  -0.0963
13 C 3.796 -0.388 -3.492  -0.0393
14 C 1.538 2.037 -1.843  -0.2498
15 C 2.551 3.021 -1.632  -0.0555
16 C 2.273 4.162 -0.930  -0.0889
17 C 0.988 4.355 -0.402  -0.1078
18 C 0.076 3.337 -0.595  -0.1815
19 N 0.310 2.215 -1.268  0.0771
20 H -0.888 -3.630 -4.189  0.0471
21 H -0.240 -2.426 -5.125  0.0571
22 H 2.742 2.688 -4.385  0.1123
23 H 4.745 2.540 -5.810  0.0910
24 H 6.159 0.503 -5.759  0.0872
25 H 5.517 -1.382 -4.283  0.0944
26 H 3.511 -1.225 -2.869  0.1041
27 H 3.545 2.846 -2.017  0.1066
28 H 3.049 4.905 -0.773  0.0992
29 H 0.709 5.253 0.132  0.0689
30 H -0.928 3.434 -0.185  0.0968
31 C -3.791 3.892 3.900  -0.0817
32 N -2.926 2.821 3.447  -0.1401
33 C -1.738 2.423 3.926  -0.1694
34 N -1.245 1.450 3.190  0.0937
35 C -2.196 1.298 2.228  -0.2242
36 N -3.228 2.107 2.343  0.1313
37 C -3.647 5.165 3.096  -0.1913
38 C -4.765 5.807 2.583  -0.0259
39 C -4.632 7.003 1.886  -0.0560
40 C -3.382 7.557 1.679  -0.0139
41 C -2.255 6.903 2.169  -0.1296
42 C -2.392 5.716 2.879  0.0349
43 C -0.920 7.440 1.904  -0.2953
44 N -0.573 8.560 1.371  0.1233
45 N 0.818 8.535 1.279  0.1247
46 C 1.192 7.401 1.761  -0.3056
47 O 0.146 6.663 2.199  0.1045
48 C 2.527 6.809 1.836  -0.1445
49 C 3.626 7.471 1.295  -0.0169
50 C 4.868 6.862 1.325  -0.0615
51 C 5.020 5.597 1.885  -0.0240
52 C 3.928 4.938 2.431  -0.1927
53 C 4.049 3.553 3.018  -0.0840
54 N 3.484 2.535 2.153  -0.1199
55 C 2.209 2.158 1.957  -0.1423
56 N 2.150 1.232 1.029  0.1124
57 C 3.450 1.078 0.671  -0.2032
58 N 4.294 1.859 1.306  0.1207
59 C 2.686 5.552 2.404  0.0162
60 H -3.548 4.073 4.948  0.1316
61 H -4.816 3.533 3.845  0.1253
62 H -1.292 2.847 4.813  0.1267
63 H -2.134 0.571 1.433  0.0489
64 H -5.745 5.367 2.721  0.1146
65 H -5.510 7.492 1.488  0.1075
66 H -3.257 8.476 1.123  0.1167
67 H -1.507 5.212 3.247  0.1188
68 H 3.486 8.446 0.847  0.1158
69 H 5.724 7.365 0.894  0.1053
70 H 5.989 5.113 1.881  0.1158
71 H 3.539 3.514 3.981  0.1288
72 H 5.091 3.275 3.160  0.1220
73 H 1.369 2.569 2.491  0.1154
74 H 3.767 0.395 -0.102  0.1170
75 H 1.821 5.036 2.800  0.1197
76 F -6.637 3.845 -1.249  0.1239
77 C -6.975 2.732 -1.936  -0.5811
78 F -7.555 3.170 -3.076  0.1236
79 F -7.942 2.121 -1.227  0.1219
80 C -5.799 1.846 -2.202  -0.1429
81 C -5.782 0.527 -1.776  -0.0146
82 C -4.674 -0.267 -2.029  -0.0137
83 C -3.567 0.246 -2.710  -0.2253
84 C -3.604 1.580 -3.139  -0.0096
85 C -4.707 2.371 -2.887  -0.0170
86 C -2.407 -0.558 -2.929  0.0097
87 C -1.449 -1.279 -3.065  -0.0391
88 H -6.630 0.118 -1.244  0.1139
89 H -4.654 -1.297 -1.698  0.1171
90 H -2.746 1.981 -3.661  0.1207
91 H -4.723 3.401 -3.220  0.1205
92 Cl -4.607 -3.192 1.759  0.4975
93 C -3.194 -2.269 2.314  -0.9976
94 Cl -2.065 -1.921 1.004  0.5733
95 H -2.677 -2.866 3.056  0.0245
96 H -3.555 -1.339 2.737  0.0117
97 Cl 4.029 -4.411 1.035  0.6620
98 C 2.915 -3.252 1.688  -0.6426
99 C 2.770 -3.120 3.055  -0.1040
100 C 1.872 -2.174 3.525  -0.0654
101 C 1.174 -1.410 2.605  -0.1624
102 N 1.311 -1.551 1.289  0.0409
103 C 2.163 -2.460 0.828  -0.1914
104 H 3.346 -3.742 3.728  0.1023
105 H 1.725 -2.030 4.587  0.0985
106 H 0.479 -0.641 2.930  0.0825
107 H 2.210 -2.589 -0.248  0.0467

Values from the calculation:
E_HOMO: -3.3 eV
E_tot: -4879.13364 hartree
energy relative to the best compared isomer or geometry (same formula, charge and spin): 100.27 kJ/mol
LUMO energy: 0.0494 Eh
multiplicity: 1
largest force on an atom: 0.509 eV/A
frontier orbital gap: 4.6162 eV
net charge: -1

Record 2
This record from the OMol25 dataset describes C48H38AlO30 as an isolated structure. The level of theory is ωB97M-V with the def2-TZVPD basis set.

Last column: Löwdin charge in e.
CARTESIAN COORDINATES (ANGSTROEM)
1 C 3.531 -1.879 3.113  0.0022
2 C 3.338 -0.937 2.198  -0.1923
3 C 3.262 0.006 0.870  -0.3112
4 Al 1.358 0.688 0.525  0.2466
5 C 0.137 0.691 2.170  -0.3046
6 C -0.369 -0.764 2.668  -0.1792
7 C -1.272 -1.565 1.582  -0.3215
8 O -2.421 -2.017 1.937  -0.0098
9 O -0.865 -1.858 0.237  -0.0246
10 H 4.084 -2.587 3.858  0.0020
11 H 3.974 0.888 1.093  0.0439
12 H 3.676 -0.602 -0.030  0.0517
13 H 1.504 2.235 0.075  -0.1003
14 H 0.754 -0.060 -0.751  -0.0781
15 H -0.815 1.311 1.902  0.0594
16 H 0.645 1.243 3.058  0.0584
17 H 0.482 -1.426 3.111  0.1043
18 H -1.086 -0.569 3.568  0.0980
19 H -0.112 -2.494 0.306  0.1162
20 C 1.114 3.836 -3.314  0.0943
21 C 0.805 5.063 -3.737  -0.2160
22 C -0.606 5.461 -4.004  -0.3122
23 O -0.854 6.600 -4.373  0.0904
24 C -1.653 4.452 -3.815  0.0631
25 C -1.345 3.221 -3.395  -0.1981
26 C 0.064 2.832 -3.101  -0.2858
27 O 0.311 1.708 -2.702  0.0496
28 O -2.311 2.274 -3.217  0.0968
29 O 1.774 6.007 -3.942  0.0690
30 H 2.134 3.536 -3.115  0.1349
31 H -2.669 4.748 -4.029  0.1074
32 H -1.839 1.472 -2.908  0.0844
33 H 1.299 6.807 -4.244  0.1117
34 C -5.298 -3.798 5.526  0.0638
35 C -4.623 -3.005 4.689  -0.2022
36 C -4.209 -1.628 5.091  -0.2994
37 O -3.580 -0.934 4.315  0.1245
38 C -4.590 -1.160 6.431  0.0780
39 C -5.266 -1.953 7.263  -0.2266
40 C -5.656 -3.337 6.871  -0.3182
41 O -6.259 -4.042 7.666  0.0890
42 O -5.628 -1.527 8.511  0.0752
43 O -4.290 -3.430 3.432  0.0794
44 H -5.603 -4.798 5.249  0.1176
45 H -4.299 -0.154 6.704  0.1351
46 H -6.103 -2.281 8.914  0.1100
47 H -3.803 -2.686 3.012  0.0713
48 C 4.603 -3.833 7.745  0.0807
49 C 5.046 -3.217 8.844  -0.2197
50 C 6.176 -2.247 8.788  -0.3144
51 O 6.543 -1.688 9.809  0.1021
52 C 6.812 -2.006 7.488  0.0753
53 C 6.372 -2.624 6.389  -0.2148
54 C 5.224 -3.574 6.441  -0.3067
55 O 4.835 -4.108 5.416  0.0908
56 O 6.957 -2.410 5.175  0.0945
57 O 4.479 -3.452 10.064  0.0869
58 H 3.782 -4.538 7.772  0.1381
59 H 7.642 -1.313 7.464  0.1362
60 H 6.460 -2.968 4.543  0.1127
61 H 4.973 -2.888 10.693  0.1142
62 C -2.115 -7.793 1.625  0.0762
63 C -3.028 -7.065 2.272  -0.2107
64 C -3.180 -7.150 3.752  -0.2969
65 O -4.012 -6.458 4.314  0.1099
66 C -2.312 -8.082 4.481  0.0789
67 C -1.402 -8.812 3.833  -0.2207
68 C -1.231 -8.707 2.356  -0.3154
69 O -0.376 -9.377 1.798  0.1020
70 O -0.590 -9.686 4.500  0.0847
71 O -3.857 -6.213 1.603  0.1018
72 H -1.992 -7.740 0.551  0.1368
73 H -2.445 -8.148 5.553  0.1360
74 H -0.022 -10.088 3.812  0.1141
75 H -4.421 -5.803 2.290  0.1055
76 C -5.469 6.521 -8.580  0.0758
77 C -6.372 7.268 -7.942  -0.2205
78 C -6.526 7.203 -6.461  -0.3125
79 O -7.349 7.915 -5.908  0.1070
80 C -5.672 6.268 -5.720  0.0832
81 C -4.771 5.518 -6.359  -0.2049
82 C -4.597 5.603 -7.837  -0.3074
83 O -3.752 4.917 -8.386  0.1150
84 O -3.971 4.642 -5.682  0.0721
85 O -7.190 8.125 -8.622  0.0862
86 H -5.345 6.561 -9.654  0.1360
87 H -5.806 6.217 -4.648  0.1395
88 H -3.408 4.223 -6.363  0.1249
89 H -7.749 8.548 -7.939  0.1148
90 C 5.303 6.573 -3.592  0.0821
91 C 5.711 5.377 -4.026  -0.2115
92 C 7.132 5.131 -4.400  -0.3104
93 O 7.475 4.022 -4.775  0.1109
94 C 8.073 6.254 -4.306  0.0743
95 C 7.665 7.449 -3.876  -0.2213
96 C 6.249 7.688 -3.475  -0.3112
97 O 5.914 8.789 -3.069  0.1061
98 O 8.530 8.503 -3.786  0.0843
99 O 4.840 4.332 -4.141  0.0944
100 H 4.275 6.764 -3.315  0.1264
101 H 9.098 6.067 -4.597  0.1350
102 H 7.995 9.250 -3.450  0.1142
103 H 5.376 3.583 -4.471  0.1188
104 C -2.200 -2.760 -3.877  0.0856
105 C -1.794 -3.955 -4.308  -0.2207
106 C -0.373 -4.205 -4.682  -0.3195
107 O -0.033 -5.317 -5.056  0.0923
108 C 0.570 -3.085 -4.590  0.0719
109 C 0.164 -1.886 -4.161  -0.2063
110 C -1.252 -1.645 -3.761  -0.2832
111 O -1.587 -0.545 -3.357  0.1121
112 O 1.032 -0.838 -4.073  0.0965
113 O -2.667 -5.001 -4.423  0.0816
114 H -3.228 -2.566 -3.600  0.1382
115 H 1.594 -3.275 -4.881  0.1341
116 H 0.501 -0.084 -3.738  0.0786
117 H -2.131 -5.751 -4.752  0.1116

Values from the calculation:
E_HOMO: -5.5 eV
E_tot: -4351.39141 hartree
LUMO energy: -0.0164 Eh
multiplicity: 1
largest force on an atom: 6.025 eV/A
frontier orbital gap: 5.0249 eV
net charge: -1